Below is a molecular structure, C58H112Br12Hg2N6O6, with properties calculated with ωB97M-V/def2-TZVPD.

## Properties
charge = -2
Kohn-Sham gap = 1.95 eV
HOMO level = 0.0168 Eh

The geometry in XYZ format:
```
196
Properties=species:S:1:pos:R:3:lowdin_charge:R:1
Hg -0.82 -0.23 1.47 1.25
Hg 2.99 -0.94 0.82 1.28
C -0.14 0.73 4.61 -0.05
C 0.53 -0.63 4.90 -0.49
C -0.41 -1.45 5.78 -0.13
C 0.00 -2.92 5.90 -0.18
C 0.06 -3.57 4.51 -0.14
C 0.96 -2.76 3.53 -0.49
N 0.65 -1.34 3.60 -0.20
O 1.28 -0.55 2.60 -0.34
C 0.64 -3.30 2.12 -0.04
C 2.42 -3.04 3.95 -0.04
C 1.87 -0.34 5.59 -0.04
H -0.89 0.75 3.82 0.02
H 0.60 1.47 4.28 0.08
H -0.68 1.05 5.51 0.09
H -1.43 -1.33 5.42 0.11
H -0.36 -1.11 6.82 0.12
H -0.69 -3.44 6.57 0.11
H 0.97 -2.99 6.40 0.10
H -0.95 -3.74 4.12 0.10
H 0.43 -4.58 4.67 0.12
H 0.53 -4.39 2.10 0.09
H 1.49 -3.08 1.46 0.04
H -0.24 -2.87 1.65 0.05
H 2.90 -3.73 3.26 0.06
H 2.58 -3.42 4.96 0.08
H 3.05 -2.15 3.88 0.05
H 2.46 0.42 5.07 0.07
H 2.46 -1.22 5.84 0.06
H 1.63 0.18 6.53 0.08
C 2.08 1.99 0.29 -0.05
C 2.03 1.41 -1.11 -0.48
C 3.34 1.82 -1.77 -0.14
C 3.53 1.14 -3.10 -0.22
C 3.40 -0.35 -2.96 -0.16
C 2.08 -0.84 -2.31 -0.48
N 1.91 -0.09 -1.07 -0.23
O 0.84 -0.55 -0.28 -0.37
C 2.44 -2.30 -1.97 -0.06
C 0.92 -0.84 -3.30 -0.01
C 0.88 2.08 -1.88 0.00
H 2.74 1.39 0.92 0.02
H 1.13 1.97 0.83 0.07
H 2.34 3.05 0.30 0.09
H 4.23 1.61 -1.15 0.11
H 3.35 2.91 -1.88 0.12
H 4.58 1.22 -3.39 0.04
H 2.87 1.49 -3.89 0.06
H 4.19 -0.70 -2.28 0.10
H 3.51 -0.78 -3.95 0.05
H 1.69 -2.76 -1.32 0.08
H 3.36 -2.35 -1.37 0.03
H 2.53 -2.94 -2.84 0.03
H 1.00 0.04 -3.95 0.05
H -0.02 -0.72 -2.77 0.06
H 0.80 -1.80 -3.80 0.07
H 1.09 3.15 -1.83 0.09
H -0.10 1.88 -1.45 0.09
H 0.89 1.89 -2.96 0.07
C -3.08 2.88 3.87 -0.04
C -3.45 3.00 2.39 -0.48
C -4.40 4.23 2.23 -0.13
C -3.69 5.61 2.35 -0.19
C -2.48 5.61 1.43 -0.16
C -1.53 4.42 1.49 -0.50
N -2.32 3.17 1.47 -0.15
O -1.59 2.03 1.30 -0.31
C -0.61 4.51 2.71 -0.04
C -0.66 4.50 0.22 -0.03
C -4.35 1.85 1.98 -0.06
H -2.95 3.87 4.31 0.06
H -2.15 2.32 4.00 0.05
H -3.80 2.36 4.50 0.07
H -5.15 4.38 3.02 0.11
H -4.94 4.20 1.28 0.11
H -3.37 5.73 3.40 0.08
H -4.32 6.47 2.15 0.10
H -1.92 6.54 1.60 0.11
H -2.88 5.68 0.41 0.13
H 0.04 5.39 2.65 0.08
H -0.12 3.57 2.98 0.07
H -1.25 4.77 3.56 0.05
H 0.35 4.13 0.44 0.05
H -0.53 5.56 -0.02 0.08
H -1.11 4.08 -0.67 0.08
H -4.95 1.96 1.08 0.09
H -4.88 1.33 2.78 0.07
H -3.68 1.06 1.59 0.03
C 4.80 0.63 2.55 -0.08
C 5.84 -0.49 2.44 -0.48
C 5.92 -1.08 3.88 -0.14
C 6.48 -2.50 3.93 -0.18
C 5.86 -3.37 2.85 -0.16
C 5.94 -2.85 1.43 -0.51
N 5.32 -1.49 1.46 -0.21
O 5.21 -0.93 0.12 -0.33
C 5.04 -3.74 0.60 -0.04
C 7.38 -2.88 0.90 -0.02
C 7.22 0.08 2.07 -0.02
H 3.80 0.26 2.81 0.04
H 4.74 1.19 1.61 0.07
H 4.97 1.34 3.36 0.10
H 4.93 -1.07 4.33 0.10
H 6.58 -0.46 4.49 0.12
H 6.25 -2.86 4.94 0.11
H 7.57 -2.51 3.80 0.10
H 4.80 -3.34 3.12 0.08
H 6.16 -4.41 2.95 0.13
H 4.82 -3.34 -0.39 0.06
H 4.02 -3.89 0.95 0.07
H 5.51 -4.71 0.42 0.09
H 8.10 -2.35 1.53 0.07
H 7.43 -2.46 -0.10 0.01
H 7.65 -3.93 0.85 0.09
H 7.19 1.17 2.09 0.08
H 7.49 -0.17 1.04 0.04
H 8.00 -0.26 2.75 0.08
C -5.06 -1.77 1.59 -0.02
C -3.56 -2.07 1.71 -0.50
C -3.29 -3.56 1.91 -0.17
C -3.54 -4.49 0.74 -0.19
C -2.68 -3.97 -0.40 -0.16
C -2.85 -2.49 -0.71 -0.52
N -2.76 -1.68 0.51 -0.19
O -2.92 -0.28 0.20 -0.28
C -4.17 -2.33 -1.51 -0.02
C -1.71 -2.15 -1.69 -0.06
C -2.97 -1.42 2.96 -0.08
H -5.54 -1.88 2.57 0.08
H -5.51 -2.51 0.92 0.06
H -5.30 -0.79 1.19 0.08
H -3.93 -3.98 2.71 0.12
H -2.35 -3.82 2.40 0.09
H -4.59 -4.55 0.46 0.10
H -3.28 -5.51 1.03 0.10
H -2.78 -4.59 -1.30 0.12
H -1.65 -4.15 -0.06 0.11
H -4.46 -1.28 -1.61 0.08
H -4.94 -2.86 -0.94 0.05
H -4.14 -2.81 -2.49 0.08
H -0.72 -2.27 -1.25 0.06
H -1.83 -1.11 -2.00 0.08
H -1.80 -2.71 -2.62 0.08
H -2.94 -0.33 2.98 0.05
H -2.00 -1.86 3.20 0.04
H -3.65 -1.56 3.81 0.09
C -2.96 3.05 -3.27 -0.06
C -4.40 2.99 -3.79 -0.51
C -4.59 1.56 -4.36 -0.17
C -6.06 1.19 -4.57 -0.20
C -6.86 1.51 -3.32 -0.17
C -6.71 2.96 -2.81 -0.52
N -5.29 3.24 -2.67 -0.23
O -5.04 4.42 -1.99 -0.31
C -7.40 2.89 -1.45 -0.07
C -7.50 3.88 -3.78 -0.05
C -4.54 3.97 -5.01 -0.05
H -2.83 4.03 -2.81 0.06
H -2.20 2.96 -4.05 0.07
H -2.79 2.31 -2.48 0.08
H -4.09 0.86 -3.69 0.10
H -4.17 1.41 -5.36 0.09
H -6.12 0.12 -4.80 0.10
H -6.46 1.75 -5.42 0.09
H -6.59 0.80 -2.53 0.11
H -7.93 1.32 -3.50 0.11
H -6.92 2.17 -0.78 0.07
H -8.47 2.67 -1.53 0.07
H -7.33 3.84 -0.91 0.07
H -8.53 4.01 -3.44 0.06
H -7.53 3.50 -4.80 0.05
H -7.06 4.88 -3.83 0.07
H -3.64 3.91 -5.64 0.06
H -4.59 5.01 -4.66 0.06
H -5.46 3.86 -5.58 0.05
C 7.98 -0.30 -1.97 -1.62
Br 7.38 1.22 -2.97 0.63
Br 9.89 -0.30 -1.59 0.55
Br 7.37 -1.93 -2.78 0.60
H 7.53 -0.22 -0.98 -0.08
C 3.51 -4.09 -6.40 -1.52
Br 2.51 -3.51 -7.95 0.55
Br 2.30 -4.83 -5.04 0.56
Br 4.64 -2.70 -5.64 0.59
H 4.17 -4.90 -6.65 -0.03
C -0.77 -2.27 -6.68 -1.57
Br -0.60 -1.77 -8.57 0.49
Br -0.94 -4.19 -6.50 0.52
Br -2.29 -1.28 -5.93 0.58
H 0.08 -1.91 -6.12 -0.06
C 4.34 0.82 -6.79 -1.59
Br 4.89 -0.27 -8.31 0.52
Br 2.39 0.86 -6.64 0.61
Br 5.11 2.58 -6.98 0.56
H 4.65 0.42 -5.83 -0.06
```